[1]
Entry from the OMol25 dataset: a structure of composition C26H32BaNO5S in a non-equilibrium geometry (ωB97M-V/def2-TZVPD).

Its charge is -1. The calculation puts the maximum force at 0.0513 hartree/bohr. The calculation puts the HOMO energy at -3.9 eV. The frontier orbital gap comes out at 5.63 eV.

Element x y z (Å)
1 O 5.19697 -1.57526 -3.47348
2 C 5.58680 -2.64359 -4.40629
3 C 7.09139 -2.44205 -4.22927
4 H 5.20829 -2.41898 -5.41653
5 H 5.27819 -3.65382 -4.10317
6 C 6.63956 -1.34168 -3.27795
7 H 7.56496 -2.07184 -5.15253
8 H 7.59904 -3.26024 -3.69927
9 C 7.18879 -0.02948 -3.80925
10 H 6.81601 0.22979 -4.80254
11 H 8.28080 -0.12821 -3.90081
12 H 6.99972 0.80279 -3.13124
13 C 7.02044 -1.58040 -1.84263
14 H 6.51639 -2.46730 -1.45653
15 H 6.74188 -0.70864 -1.24517
16 H 8.09916 -1.75330 -1.74819
17 Ba 0.57327 0.23004 -1.31614
18 C -0.37078 -0.74658 1.96021
19 C -1.27816 -1.48525 1.15802
20 C -0.55474 -2.46092 0.43224
21 H -2.36248 -1.38909 1.15321
22 C 0.79645 -2.36770 0.84193
23 C 0.93716 -1.26001 1.72921
24 H 1.86890 -0.92426 2.20212
25 H -0.63295 0.03365 2.68413
26 H -0.95261 -3.20248 -0.24969
27 H 1.53054 -3.12311 0.63541
28 C -0.42358 2.68414 0.34108
29 C 0.77977 2.44707 1.05824
30 C 1.86377 2.76455 0.19984
31 H 0.84267 2.14004 2.10146
32 C 1.33386 3.19274 -1.04880
33 C -0.08916 3.12843 -0.96971
34 H -0.80027 3.40186 -1.74952
35 H -1.42187 2.61308 0.76258
36 H 2.91771 2.76520 0.49203
37 H 1.91319 3.55671 -1.89700
38 O 2.75737 -1.70501 -2.06376
39 C 3.60647 -1.89923 -0.88272
40 C 3.60369 -3.38892 -0.58572
41 H 3.24044 -1.26843 -0.06816
42 H 4.60591 -1.54405 -1.17419
43 C 3.49911 -3.93220 -2.00081
44 H 2.74688 -3.71563 -0.00701
45 H 4.47305 -3.74324 -0.03673
46 C 2.55157 -2.98245 -2.70950
47 H 3.19771 -4.96191 -2.08659
48 H 4.53411 -3.80888 -2.36799
49 H 1.50460 -3.28774 -2.59684
50 H 2.77753 -2.84284 -3.76793
51 O -6.48958 0.12004 -1.55832
52 S -5.49774 1.14642 -1.36185
53 O -5.71896 2.45584 -1.92010
54 N -3.96740 0.60417 -1.65534
55 C -3.11986 0.62930 -0.62811
56 O -1.87315 0.38361 -0.72493
57 C -3.83915 1.00289 0.63662
58 C -3.39072 1.12062 1.95740
59 C -4.27916 1.53658 2.95856
60 C -5.61714 1.83579 2.65143
61 C -6.07627 1.73455 1.32924
62 C -5.15952 1.31411 0.36844
63 H -2.36243 0.88062 2.21140
64 H -3.93967 1.63155 3.99578
65 H -6.30752 2.15946 3.43205
66 H -7.10177 1.97704 1.04546

---

[2]
Entry from the OMol25 dataset: a cluster of 2 separate species, C5H11NO2 in total in a non-equilibrium geometry (ωB97M-V/def2-TZVPD).

Its charge is +1. The calculation puts the maximum force at 0.0300 hartree/bohr. The calculation puts the HOMO energy (alpha / beta) at -14.4 / -14.4 eV. The frontier orbital gap (alpha / beta) comes out at 10.44 / 5.92 eV. Its spin multiplicity is 2.

Element x y z (Å)
1 N 0.67814 -1.50686 -0.09860
2 C 1.99457 -0.96008 0.30588
3 C 1.61113 0.38995 0.90026
4 C 0.37148 0.82192 0.08189
5 C -0.27891 -0.51878 -0.39034
6 C -0.62120 -0.43106 -1.93226
7 O -1.62512 0.07613 -2.27718
8 H 0.31604 -2.29074 0.46374
9 H 2.43466 -1.69575 0.99179
10 H 2.61101 -0.81958 -0.57545
11 H 2.40631 1.12111 0.73072
12 H 1.42108 0.36498 1.97243
13 H 0.68135 1.34661 -0.82023
14 H -0.32965 1.44944 0.63747
15 H -1.22572 -0.70459 0.11467
16 H 0.07249 -0.87197 -2.67129
17 H -3.12180 1.65835 0.23597
18 H -3.48919 1.06246 1.54488
19 O -3.90666 1.50847 0.78565

---

[3]
Entry from the OMol25 dataset: a structure of composition C5H13NO3 in a non-equilibrium geometry (ωB97M-V/def2-TZVPD).

The calculation puts the maximum force at 0.0772 hartree/bohr. The calculation puts the HOMO energy (alpha / beta) at -9.2 / -9.2 eV. The frontier orbital gap (alpha / beta) comes out at 8.63 / 8.63 eV.

Element x y z (Å)
1 C 0.82297 0.83918 0.41623
2 C 0.52652 0.52477 1.88026
3 C 2.30882 1.13606 0.19987
4 C 0.40659 -0.33737 -0.49290
5 O 0.41822 0.07539 -1.81679
6 O 0.85962 -1.48775 -0.23996
7 H 0.36345 -0.72550 -2.35778
8 H 0.23795 1.70294 0.08807
9 H -0.54151 0.39825 2.04855
10 H 2.51616 1.36561 -0.84411
11 H 2.60921 1.99114 0.80838
12 H 1.02673 -0.39789 2.17033
13 H 0.88558 1.33333 2.51709
14 H 2.90951 0.27349 0.48859
15 C -2.28692 0.23549 -0.80639
16 N -1.42575 -2.34077 -0.69912
17 O -1.34184 -0.61089 -0.17364
18 H -2.10745 -2.50672 0.04225
19 H -0.58582 -2.83187 -0.38897
20 H -2.04175 0.36639 -1.86085
21 H -2.27952 1.19785 -0.28744
22 H -3.28076 -0.20112 -0.69166

---

[4]
Entry from the OMol25 dataset: an isolated molecule of CH3ClOS2 in a non-equilibrium geometry (ωB97M-V/def2-TZVPD).

The calculation puts the maximum force at 0.0833 hartree/bohr. The calculation puts the HOMO energy at -9.8 eV. The frontier orbital gap comes out at 9.28 eV.

Element x y z (Å)
1 C -0.45986 -1.34612 -0.06981
2 O -0.52169 2.14972 0.62308
3 S 0.97016 -0.44191 0.65056
4 S 0.84425 1.72975 0.74109
5 Cl 1.46082 2.23032 -1.25837
6 H -0.70865 -2.10327 0.62724
7 H -1.33970 -0.66679 -0.27463
8 H -0.24531 -1.55170 -1.03916

---

[5]
Entry from the OMol25 dataset: a structure of composition C14H27As2HfN4OS4 (ωB97M-V/def2-TZVPD).

Its charge is +1. The calculation puts the maximum force at 0.0134 hartree/bohr. The calculation puts the HOMO energy at -9.9 eV. The frontier orbital gap comes out at 7.05 eV.

Element x y z (Å)
1 Hf -0.06474 0.57805 -0.62902
2 C -2.11921 1.00520 2.00182
3 C -2.44915 2.11668 1.02147
4 N -1.25691 2.48812 0.22978
5 C -0.35885 3.43481 0.90355
6 C 0.57197 2.70614 1.82621
7 C 1.10409 3.28590 2.96368
8 C 1.98600 2.54835 3.73668
9 C 2.31259 1.26071 3.34600
10 C 1.74617 0.75466 2.18871
11 C 2.12790 -0.58788 1.63308
12 N 1.08315 -1.11706 0.75104
13 C 0.08724 -1.97048 1.41779
14 C -0.88400 -1.11228 2.20381
15 N -1.48832 -0.12811 1.29578
16 N 0.88114 1.45806 1.45421
17 H -3.02831 0.69289 2.52322
18 H -1.41761 1.35076 2.76210
19 H -2.84578 2.98136 1.56113
20 H -3.20278 1.77322 0.31583
21 H -1.56361 2.89651 -0.65133
22 H -0.91428 4.20693 1.44260
23 H 0.24942 3.92067 0.13610
24 H 0.82656 4.29451 3.23719
25 H 2.41354 2.97263 4.63517
26 H 3.00146 0.65747 3.92144
27 H 2.37757 -1.28629 2.43730
28 H 3.02592 -0.44250 1.02764
29 H 1.52184 -1.63391 -0.00223
30 H 0.56216 -2.71060 2.06871
31 H -0.45456 -2.51032 0.63749
32 H -0.35633 -0.57195 2.99188
33 H -1.63673 -1.73675 2.69214
34 H -2.20968 -0.58072 0.73893
35 S 2.41011 0.87566 -4.59170
36 As 1.40030 2.16694 -3.38046
37 S 2.03053 1.75808 -1.26630
38 S -2.35945 0.07660 -1.70543
39 S -1.26514 1.53652 -2.73790
40 C -1.58565 -3.20077 -2.31848
41 As -0.01499 -2.27753 -2.90551
42 C 1.40192 -3.55650 -2.97761
43 C -0.33755 -1.55612 -4.63385
44 O 0.49384 -1.06356 -1.86319
45 H -1.71110 -4.07802 -2.95191
46 H -2.43922 -2.53334 -2.40425
47 H -1.46625 -3.51802 -1.28335
48 H 1.09857 -4.40932 -3.58337
49 H 1.63183 -3.89445 -1.96848
50 H 2.27755 -3.08181 -3.41643
51 H -0.62773 -2.35844 -5.31104
52 H 0.57074 -1.06104 -4.97725
53 H -1.13616 -0.81966 -4.54336

---

[6]
Entry from the OMol25 dataset: an isolated molecule of C4H4O3 in a non-equilibrium geometry (ωB97M-V/def2-TZVPD).

The calculation puts the maximum force at 0.0880 hartree/bohr. The calculation puts the HOMO energy at -10.3 eV. The structure (SMILES) is O=C(O)OC1C=C1. The frontier orbital gap comes out at 11.03 eV.

Element x y z (Å)
1 O -0.87403 -2.00099 0.85419
2 C -1.19578 -0.82274 0.78417
3 O -2.20366 -0.17629 1.45852
4 O -0.70027 0.12234 0.00156
5 C 0.63276 -0.05841 -0.54465
6 C 1.60790 1.01855 -0.44174
7 C 1.10304 0.89142 -1.69246
8 H -2.53926 -0.74244 2.24035
9 H 0.83479 -1.04168 -0.15226
10 H 2.23757 1.52231 0.20464
11 H 1.09694 1.28793 -2.71232